Density functional theory data (ωB97M-V with the def2-TZVPD basis set) for a cluster of 2 separate species, C6H14O in total.

Bonds (Å) are listed after each position.
Element x y z (Å)
1 C -1.899 0.400 -1.829  C2 1.515, H7 1.084, H8 1.107, H9 1.092
2 C -0.708 -0.241 -1.148  C1 1.515, C3 1.520, H10 1.134, H11 1.084
3 C -0.088 0.555 -0.011  C2 1.520, C4 1.379, C6 1.522
4 C 0.912 -0.040 0.728  C3 1.379, C5 1.512, H12 1.101
5 C 1.986 0.698 1.494  C4 1.512, H13 1.095, H14 1.100, H15 1.087
6 C -0.747 1.809 0.547  C3 1.522, H16 1.098, H17 1.103, H18 1.090
7 H -2.831 0.587 -1.308  C1 1.084
8 H -2.200 -0.283 -2.647  C1 1.107
9 H -1.525 1.261 -2.387  C1 1.092
10 H -0.838 -1.305 -0.778  C2 1.134
11 H 0.121 -0.417 -1.825  C2 1.084
12 H 0.833 -1.131 0.849  C4 1.101
13 H 1.947 0.545 2.578  C5 1.095
14 H 2.908 0.173 1.203  C5 1.100
15 H 1.937 1.760 1.269  C5 1.087
16 H -1.751 1.989 0.141  C6 1.098
17 H -0.205 2.662 0.104  C6 1.103
18 H -0.744 1.824 1.637  C6 1.090
19 H 1.015 -3.657 -0.349  O21 0.964
20 H 0.649 -3.341 1.160  O21 0.968
21 O 1.227 -3.848 0.572  H19 0.964, H20 0.968

Computed properties:
Spin multiplicity = 2
Lowest unoccupied orbital energy (spin up / spin down) = 4.090 / 3.877 eV
F_max = 0.04403 hartree/bohr
E_tot = -312.13872 Eh
Net charge = -1
Energy relative to the best compared isomer or geometry (same formula, charge and spin) = 1.191 eV
Orbital gap (spin up / spin down) = 3.09 / 7.71 eV